Entry from OMol25: a cluster of 10 separate species, C6H34N2O9 in total in a non-equilibrium geometry (the ωB97M-V functional and the def2-TZVPD basis).

Bonds (Å) are listed after each position.
Geometry (Å):
1 C -0.13534 -2.23205 0.29616  C2 1.513, C3 1.523, H9 1.149, H10 1.177
2 C -0.04369 -2.85200 1.67311  C1 1.513, H11 1.113, H12 1.148, H13 1.086
3 C 1.18050 -1.54528 -0.04529  C1 1.523, N4 1.545, H14 1.199, H15 1.128
4 N 0.65070 -1.20009 -1.45539  C3 1.545, C5 1.511, C6 1.480
5 C 1.68626 -1.71640 -2.42665  N4 1.511, H16 1.120, H17 1.058, H18 1.208
6 C 0.48247 0.25575 -1.66245  N4 1.480, C7 1.464, H19 1.092, H20 1.141
7 C 1.43212 1.14734 -0.99423  C6 1.464, N8 1.560, H21 1.026, H22 1.238
8 N 0.86759 1.95170 0.21700  C7 1.560, H23 0.981, H24 1.012
9 H -0.34024 -3.10119 -0.42735  C1 1.149
10 H -1.07323 -1.52269 0.24082  C1 1.177
11 H 0.31671 -2.28216 2.55898  C2 1.113
12 H 0.58734 -3.80690 1.75867  C2 1.148
13 H -1.00395 -3.32355 1.85743  C2 1.086
14 H 1.72549 -0.62685 0.49971  C3 1.199
15 H 2.04105 -2.27510 -0.04914  C3 1.128
16 H 1.78184 -1.16244 -3.39546  C5 1.120
17 H 2.69851 -1.75725 -2.12116  C5 1.058
18 H 1.00959 -2.71213 -2.52938  C5 1.208
19 H 0.34995 0.36091 -2.74137  C6 1.092
20 H -0.46784 0.38134 -1.04395  C6 1.141
21 H 1.64244 1.83703 -1.72380  C7 1.026
22 H 2.49428 0.60177 -0.66852  C7 1.238
23 H -0.01735 2.35051 0.07738  N8 0.981
24 H 0.62147 1.42784 1.04746  N8 1.012
25 H 0.26027 2.00619 -4.08910  O27 0.933
26 H 0.36369 2.56829 -2.84213  O27 0.946
27 O 0.91564 2.45807 -3.60202  H25 0.933, H26 0.946
28 H -1.04475 3.06390 2.37161  O30 0.965
29 H -0.39173 2.46584 3.54743  O30 1.020
30 O -0.81400 3.35009 3.26406  H28 0.965, H29 1.020
31 H 2.59232 -2.51663 2.15578  O33 0.895
32 H 3.35641 -1.32645 3.08751  O33 0.980
33 O 3.31128 -2.09813 2.48498  H31 0.895, H32 0.980
34 H -1.43468 -1.74108 -1.51907  O36 0.984
35 H -2.06919 -0.53673 -2.04874  O36 0.996
36 O -2.21709 -1.52144 -2.07302  H34 0.984, H35 0.996
37 H -1.77949 2.77384 -1.53882  O39 1.006
38 H -2.13552 3.19447 -3.07648  O39 0.986
39 O -1.75638 2.48813 -2.50318  H37 1.006, H38 0.986
40 H 2.68611 1.64600 1.60983  O42 0.899
41 H 2.34529 1.61272 3.03053  O42 0.915
42 O 3.02925 1.73686 2.43558  H40 0.899, H41 0.915
43 H -4.67807 -1.72493 -0.76128  O45 0.921
44 H -3.20301 -1.34256 -0.80620  O45 0.963
45 O -4.02847 -1.24300 -0.32043  H43 0.921, H44 0.963
46 H -3.22583 1.58648 1.12470  O48 1.020
47 H -3.50129 2.92696 1.86145  O48 1.017
48 O -2.87191 2.54264 1.16139  H46 1.020, H47 1.017
49 H -1.05753 -0.01374 3.39368  O51 0.926
50 H -0.77604 -0.39775 1.91077  O51 1.009
51 O -0.36195 -0.15615 2.79858  H49 0.926, H50 1.009

Calculated values
E = -1035.12713 hartree
relative energy (zero: lowest compared OMol25 entry of this formula, charge and spin) = 529.59 kJ/mol
frontier orbital gap (alpha / beta) = 10.7 / 5.6 eV
2S+1 = 2
max |F| = 9.2 eV/A
net charge = +1

Atomic charges from the Mulliken analysis, expressed in e, are listed below:
1. C 0.035
2. C -1.799
3. C -0.268
4. N 0.391
5. C -0.874
6. C 0.034
7. C -1.588
8. N -0.417
9. H 0.364
10. H 0.046
11. H 0.400
12. H 0.446
13. H 0.421
14. H 0.183
15. H 0.519
16. H 0.326
17. H 0.323
18. H 0.379
19. H 0.357
20. H 0.119
21. H 0.933
22. H 0.329
23. H 0.187
24. H 0.119
25. H 0.313
26. H 0.429
27. O -0.621
28. H 0.327
29. H 0.292
30. O -0.606
31. H 0.286
32. H 0.339
33. O -0.636
34. H 0.239
35. H 0.417
36. O -0.762
37. H 0.312
38. H 0.301
39. O -0.634
40. H 0.303
41. H 0.298
42. O -0.623
43. H 0.282
44. H 0.513
45. O -0.681
46. H 0.304
47. H 0.334
48. O -0.617
49. H 0.296
50. H 0.200
51. O -0.569